Density functional theory data (ωB97M-V/def2-TZVPD) for one molecule with the formula C4H4IN3O2.

Geometry (Å):
C (0.906, 0.582, -0.081)
C (-0.134, 0.200, -0.847)
C (0.060, -0.679, 1.631)
C (-0.337, 0.303, -2.347)
N (-0.905, -1.170, 0.972)
N (-1.088, -0.669, -0.264)
N (0.568, -0.218, 2.894)
O (-0.335, 0.272, 3.526)
O (1.743, -0.331, 3.118)
I (2.603, 1.538, 0.299)
H (0.344, 1.172, -2.781)
H (-0.231, -0.642, -2.682)
H (-1.327, 0.590, -2.510)
H (-1.866, -0.949, -0.927)

Summary:
Frontier orbital gap in hartree: 0.2887
Energy relative to the best compared isomer or geometry (same formula, charge and spin) in kcal per mole: 91.79
LUMO level in hartree: -0.0280
HOMO level in hartree: -0.3166

Density functional theory data (ωB97M-V/def2-TZVPD) for C4H4Li2NaO5 as an isolated structure.

Geometry (Å):
O (3.947, -0.567, -0.232)
C (2.991, 0.236, -0.107)
O (3.106, 1.476, -0.255)
Li (5.009, 1.056, -0.550)
O (1.785, -0.288, 0.175)
C (0.636, 0.510, -0.062)
C (-0.569, -0.382, 0.161)
H (0.639, 0.895, -1.091)
H (0.614, 1.367, 0.625)
H (-0.582, -1.192, -0.583)
H (-0.557, -0.825, 1.167)
O (-1.713, 0.448, 0.025)
C (-2.958, -0.066, 0.118)
O (-3.088, -1.077, 0.822)
Na (-5.474, -2.178, 1.479)
Li (-3.788, 0.588, -1.692)

Summary:
Frontier orbital gap in hartree: 0.2481
Energy relative to the best compared isomer or geometry (same formula, charge and spin) in kcal per mole: 8.12
Total charge: +1
LUMO level in hartree: -0.1654
HOMO level in hartree: -0.4134

Density functional theory data (ωB97M-V/def2-TZVPD) for C4H4Li2O2Pt as an isolated structure.

Geometry (Å):
O (-1.401, 1.263, -1.857)
C (-0.620, 0.386, -1.278)
C (-0.280, 0.280, 0.018)
Li (-2.044, 1.392, -3.520)
Li (-0.665, 2.508, -0.654)
H (-0.001, -0.403, -1.835)
C (0.822, -1.134, 1.855)
C (0.995, -0.542, 0.516)
O (-0.179, -0.923, 2.556)
H (1.582, -1.846, 2.218)
H (1.287, -1.355, -0.175)
H (1.886, 0.110, 0.613)
Pt (-1.380, 0.264, 1.542)

Summary:
Frontier orbital gap (alpha / beta) in hartree: 0.3152 / 0.2681
Energy relative to the best compared isomer or geometry (same formula, charge and spin) in kcal per mole: 0.00
Total charge: +2
LUMO level (alpha / beta) in hartree: -0.2787 / -0.3737
HOMO level (alpha / beta) in hartree: -0.5938 / -0.6418
2S+1: 3

Density functional theory data (ωB97M-V/def2-TZVPD) for C4H4LiO3Y as an isolated structure.

Geometry (Å):
O (2.947, -0.864, -0.527)
C (1.924, -0.324, -0.019)
O (1.979, 0.871, 0.395)
O (0.828, -1.049, 0.077)
C (-0.330, -0.483, 0.681)
Y (4.319, 0.975, -0.236)
H (-0.046, 0.203, 1.489)
H (-0.902, -1.316, 1.101)
C (-1.162, 0.302, -0.317)
C (-2.522, 0.387, -0.228)
H (-1.873, -0.407, -1.109)
H (-0.600, 0.962, -1.001)
Li (-4.562, 0.742, -0.306)

Summary:
Frontier orbital gap (alpha / beta) in hartree: 0.1511 / 0.2641
Total charge: +3
LUMO level (alpha / beta) in hartree: -0.5277 / -0.5277
HOMO level (alpha / beta) in hartree: -0.6788 / -0.7918
2S+1: 2

Density functional theory data (ωB97M-V/def2-TZVPD) for C4H4LiORb as an isolated structure.

Geometry (Å):
C (3.170, -3.708, 0.799)
C (3.942, -4.701, 0.632)
O (-1.250, 1.343, -0.099)
C (-0.302, 0.412, 0.539)
C (-0.579, 0.276, -0.877)
H (-0.771, -0.269, 1.250)
H (0.618, 0.895, 0.870)
H (-1.252, -0.511, -1.214)
H (0.133, 0.653, -1.611)
Li (-3.165, 1.025, 0.179)
Rb (-0.544, 4.585, -0.469)

Summary:
Frontier orbital gap (alpha / beta) in hartree: 0.3781 / 0.0660
Energy relative to the best compared isomer or geometry (same formula, charge and spin) in kcal per mole: 72.63
Total charge: +1
LUMO level (alpha / beta) in hartree: -0.1360 / -0.1978
HOMO level (alpha / beta) in hartree: -0.5141 / -0.2638
2S+1: 2

Density functional theory data (ωB97M-V/def2-TZVPD) for one molecule with the formula C4H4N2.

Geometry (Å):
N (0.692, 1.050, 0.936)
C (0.120, -0.678, -0.717)
C (-0.068, -0.047, 0.550)
C (-0.999, -0.750, 1.142)
C (-0.705, -0.379, -1.837)
N (-1.293, -0.027, -2.775)
H (0.607, 1.777, 0.242)
H (1.645, 0.854, 1.204)
H (1.144, -0.976, -0.973)
H (-1.144, -0.824, 2.228)

Summary:
Frontier orbital gap (alpha / beta) in hartree: 0.3036 / 0.3184
Energy relative to the best compared isomer or geometry (same formula, charge and spin) in kcal per mole: 113.72
LUMO level (alpha / beta) in hartree: -0.0345 / -0.0472
HOMO level (alpha / beta) in hartree: -0.3381 / -0.3656

Density functional theory data (ωB97M-V/def2-TZVPD) for one molecule with the formula C4H4N2.

Geometry (Å):
C (0.469, 0.854, -0.475)
C (1.110, -0.442, -0.008)
N (0.699, -1.683, 0.113)
N (-0.622, -1.716, -0.040)
C (-1.089, -0.492, 0.028)
C (-0.508, 0.851, 0.439)
H (0.895, 1.630, -1.128)
H (1.838, -0.261, 0.753)
H (-1.823, -0.377, -0.740)
H (-0.969, 1.635, 1.058)

Summary:
Frontier orbital gap in hartree: 0.3314
Energy relative to the best compared isomer or geometry (same formula, charge and spin) in kcal per mole: 129.30
LUMO level in hartree: 0.0057
HOMO level in hartree: -0.3257
SMILES: c1ccnnc1

Density functional theory data (ωB97M-V/def2-TZVPD) for one molecule with the formula C4H4N2.

Geometry (Å):
C (-1.114, 0.067, 0.172)
C (-0.508, 0.698, 1.215)
N (1.100, 0.711, 1.270)
N (1.777, 0.121, 0.398)
C (1.076, -0.532, -0.891)
C (-0.281, -0.464, -0.996)
H (-2.186, -0.164, 0.006)
H (-0.842, 1.224, 2.134)
H (1.905, -0.923, -1.518)
H (-0.944, -0.730, -1.845)

Summary:
Frontier orbital gap in hartree: 0.3497
Energy relative to the best compared isomer or geometry (same formula, charge and spin) in kcal per mole: 69.46
LUMO level in hartree: 0.0214
HOMO level in hartree: -0.3284
SMILES: c1ccnnc1

Density functional theory data (ωB97M-V/def2-TZVPD) for C4H4N2 as an isolated structure.

Geometry (Å):
C (0.707, 0.274, -0.583)
C (0.416, -0.205, 0.777)
C (-0.903, -0.485, 0.648)
C (-1.262, -0.169, -0.708)
H (2.448, 1.202, 0.275)
H (0.850, -0.113, 1.719)
H (-1.562, -1.197, 1.314)
H (-2.374, -0.250, -1.164)
N (1.859, 0.848, -0.752)
N (-0.179, 0.095, -1.526)

Summary:
Frontier orbital gap in hartree: 0.3173
Energy relative to the best compared isomer or geometry (same formula, charge and spin) in kcal per mole: 82.83
LUMO level in hartree: -0.0424
HOMO level in hartree: -0.3597

Density functional theory data (ωB97M-V/def2-TZVPD) for C4H4N2 as an isolated structure.

Geometry (Å):
C (-1.297, 0.005, -0.233)
C (-0.428, -1.213, -0.098)
C (-0.507, 1.091, -0.153)
C (0.809, -0.684, -0.011)
N (0.754, 0.666, 0.101)
N (2.001, -0.045, -0.248)
H (-2.281, 0.246, -0.042)
H (-0.796, -2.240, -0.133)
H (-0.779, 2.185, -0.138)
H (2.525, -0.011, 0.956)

Summary:
Frontier orbital gap in hartree: 0.3241
Energy relative to the best compared isomer or geometry (same formula, charge and spin) in kcal per mole: 148.39
LUMO level in hartree: 0.0174
HOMO level in hartree: -0.3068

So what do the calculations give for energy? Going down the list: -766.9600; -708.2551; -439.0037; -425.1767; -261.0794; -264.1452; -264.1204; -264.2157; -264.1944; -264.0900 Ha.